<A>
{"formula": "C7H14N3", "method": "ωB97M-V/def2-TZVPD", "lumo_ev": -4.273, "total_charge": 1, "mol_weight_g_mol": 140.210, "orbital_gap_ev": 8.0, "species": ["H", "H", "N", "C", "C", "N", "C", "H", "N", "C", "H", "H", "H", "H", "H", "H", "H", "C", "C", "H", "H", "H", "H", "C"], "coordinates": [[-2.7433, 0.7231, 1.3766], [1.4270, -0.5262, -1.6514], [0.9304, 0.8483, -0.3316], [-1.8873, 0.1746, -1.4015], [2.4338, -0.9707, 0.1987], [1.2700, 1.8628, 0.3069], [-1.2137, -1.6076, 0.2020], [-1.0767, 0.1476, -2.1247], [1.5760, -1.7591, 0.6832], [1.3930, 2.8308, 0.9502], [-2.3845, 1.0949, -1.5643], [-1.2380, -2.3106, -0.6309], [-1.4225, 1.6165, 0.4716], [-0.0892, -1.5414, 0.6747], [2.7323, 0.5676, -1.2884], [1.9672, -2.3791, 1.3338], [-1.6952, -2.0490, 1.0894], [-1.5173, -0.2553, -0.0393], [-1.7040, 0.7672, 0.9974], [-1.1510, 0.6480, 2.0459], [1.4157, 3.8219, 1.0928], [3.4613, -1.0675, 0.1760], [-2.4637, -0.6146, -1.7433], [1.9799, -0.0222, -0.8235]], "nbo_charge": [0.293, 0.233, -0.387, -0.731, 0.178, -0.005, -0.821, 0.286, -0.590, 0.070, 0.252, 0.250, 0.242, 0.392, 0.215, 0.370, 0.299, 0.551, -0.730, 0.262, 0.242, 0.188, 0.257, -0.315]}


<B>
{"formula": "C7H14N3", "method": "ωB97M-V/def2-TZVPD", "lumo_ev": -4.272, "total_charge": 1, "mol_weight_g_mol": 140.210, "orbital_gap_ev": 8.3, "species": ["C", "H", "H", "C", "C", "H", "H", "H", "N", "C", "C", "H", "H", "N", "H", "H", "C", "H", "C", "H", "H", "H", "N", "H"], "coordinates": [[1.3749, -0.2670, -0.9054], [1.4125, -2.9490, -0.3268], [3.2021, 0.2700, 0.1335], [2.4127, 0.7601, -0.4396], [-1.1579, 0.4271, 0.3801], [-4.4874, -0.7107, -0.0792], [-2.2509, 0.3760, 0.4017], [1.8613, -0.9874, -1.5706], [0.7465, -1.0252, 0.1692], [-0.5810, 1.6280, 0.0052], [1.4184, -2.2541, 0.5157], [-0.9334, -1.5203, 1.2270], [0.5863, 0.2422, -1.4689], [-4.1197, 0.2299, -0.1726], [-1.1936, 2.3953, -0.4553], [2.8877, 1.2152, -1.3137], [1.8083, 1.8349, 0.4028], [-4.2389, 0.4964, -1.1443], [-0.4503, -0.7394, 0.6549], [2.4553, -2.0419, 0.7806], [2.4547, 2.4345, 1.0351], [-4.7221, 0.8357, 0.3740], [0.5797, 2.0794, 0.4312], [0.9350, -2.7295, 1.3654]], "nbo_charge": [-0.227, 0.223, 0.243, -0.495, -0.450, 0.374, 0.316, 0.234, -0.315, 0.148, -0.412, 0.224, 0.234, -1.082, 0.233, 0.265, 0.224, 0.372, 0.215, 0.221, 0.215, 0.377, -0.366, 0.231]}


<C>
{"formula": "C7H14N3", "method": "ωB97M-V/def2-TZVPD", "lumo_ev": -2.790, "total_charge": 1, "mol_weight_g_mol": 140.210, "orbital_gap_ev": 10.4, "smiles": "Cc1nc[nH]c1[N+](C)(C)C", "species": ["H", "H", "H", "H", "H", "H", "H", "C", "H", "C", "C", "N", "N", "N", "C", "H", "C", "C", "H", "H", "H", "H", "H", "C"], "coordinates": [[-1.0358, -0.2496, 2.1139], [3.4724, -1.8025, 0.0199], [-0.8964, 1.3415, 1.3682], [-2.4279, 0.4582, 1.2683], [-0.9341, 1.4777, -1.1735], [-2.5463, -1.5836, -0.0440], [0.5625, 2.5577, 0.5958], [1.5006, 0.6989, 0.0030], [1.2484, 2.5338, -1.0380], [2.6348, -1.1334, 0.0050], [0.5546, -0.2910, -0.0382], [2.7471, 0.1572, 0.0273], [-0.8945, -0.2812, 0.0002], [1.3598, -1.5587, -0.0291], [-1.3863, 0.4890, -1.1634], [-1.1323, -2.2208, 0.8032], [-1.3428, 0.3554, 1.2611], [-1.4589, -1.6422, -0.0583], [-1.1563, -2.1397, -0.9776], [1.0277, -2.5043, -0.0862], [-2.4689, 0.5956, -1.1148], [-1.1168, -0.0275, -2.0827], [2.3126, 2.5893, 0.3562], [1.3771, 2.1803, -0.0163]], "nbo_charge": [0.242, 0.224, 0.241, 0.232, 0.243, 0.246, 0.211, 0.155, 0.240, 0.238, 0.157, -0.439, -0.222, -0.541, -0.403, 0.237, -0.403, -0.414, 0.238, 0.431, 0.232, 0.242, 0.270, -0.657]}


<D>
{"formula": "C7H14N3", "method": "ωB97M-V/def2-TZVPD", "lumo_ev": -3.659, "total_charge": 1, "mol_weight_g_mol": 140.210, "orbital_gap_ev": 9.9, "smiles": "[H]/N=C\\CC[C@H](C)/[NH+]=C/N=C", "species": ["C", "C", "H", "N", "H", "H", "N", "H", "H", "H", "C", "H", "H", "C", "H", "H", "H", "C", "N", "H", "C", "H", "C", "H"], "coordinates": [[-0.9273, 1.0372, -0.0603], [1.4073, -0.6737, -0.7626], [0.3842, -3.5824, 2.6284], [1.4294, -1.8854, -1.0296], [1.9556, 0.9338, -2.0001], [0.3966, 0.2550, -2.4335], [-0.3708, -2.2824, 1.2934], [1.0103, 1.7171, 0.2124], [-1.4838, 0.6178, -0.8985], [1.6065, -2.8887, 1.2440], [0.3173, 1.5696, -0.6866], [-0.3209, 0.2292, 1.7524], [-1.1716, 2.7472, 1.2800], [0.5092, -2.9753, 1.7683], [-2.7597, 2.0874, 0.9519], [1.3282, -2.1774, -2.0792], [1.9029, -0.3296, 0.1767], [-0.6385, -1.1758, 0.5774], [-0.7051, 0.0871, 0.9093], [0.0716, 2.4040, -1.2516], [1.0058, 0.4865, -1.5769], [-1.2151, -1.5354, -0.3306], [-1.7201, 2.2779, 0.5112], [-2.0119, 3.0562, -0.1960]], "nbo_charge": [-0.071, 0.130, 0.216, -0.639, 0.266, 0.227, -0.388, 0.199, 0.220, 0.220, -0.373, 0.413, 0.217, 0.099, 0.237, 0.375, 0.160, 0.396, -0.496, 0.243, -0.508, 0.242, -0.631, 0.246]}


Q: Which of them is the least stable? A: <A>.


<A>
{"formula": "C6H7N3O2", "method": "ωB97M-V/def2-TZVPD", "lumo_ev": 0.849, "total_charge": 0, "mol_weight_g_mol": 153.141, "orbital_gap_ev": 9.3, "smiles": "OC1(O)NNc2cccnc21", "species": ["H", "C", "H", "C", "C", "O", "H", "H", "C", "N", "C", "N", "H", "H", "N", "C", "O", "H"], "coordinates": [[-2.3191, 1.7397, -0.3297], [-1.7818, 0.7479, -0.2185], [0.4768, 2.3849, -0.7821], [1.6709, -0.4284, -0.0800], [-2.4814, -0.4171, -0.2637], [2.3919, -0.9238, 1.0090], [-2.4422, -2.5056, 0.0308], [2.7811, -0.2154, -1.6256], [-0.4154, 0.7022, -0.0678], [1.9000, 0.9815, -0.1839], [-1.8540, -1.6153, 0.0786], [0.6133, 1.6809, -0.0188], [2.6505, 1.1724, 0.4457], [-3.5075, -0.3194, -0.3722], [-0.5297, -1.7157, 0.0140], [0.1828, -0.5977, 0.0066], [2.2166, -0.9568, -1.3320], [2.7515, -1.7197, 0.7009]], "nbo_charge": [0.220, -0.222, 0.375, 0.568, -0.222, -0.706, 0.193, 0.483, 0.116, -0.493, 0.010, -0.432, 0.390, 0.215, -0.370, 0.113, -0.726, 0.489]}


<B>
{"formula": "C6H7N3O2", "method": "ωB97M-V/def2-TZVPD", "lumo_ev": [0.030, -0.288], "total_charge": 0, "mol_weight_g_mol": 153.141, "orbital_gap_ev": [7.3, 7.9], "species": ["H", "C", "C", "H", "H", "C", "H", "N", "O", "H", "H", "C", "C", "N", "N", "O", "C", "H"], "coordinates": [[1.4496, -2.9393, -0.4927], [-2.2049, 0.8874, 0.8647], [-0.1410, -1.6301, -0.6594], [-2.7859, 1.6472, 1.4882], [-0.5936, -2.2486, -1.3580], [2.0237, -0.9646, 0.3292], [1.5188, 2.7905, 0.0076], [1.1857, 2.1645, -0.8152], [-2.9070, 0.4428, -0.2570], [-0.5532, 0.2593, 1.8455], [0.4208, 2.6633, -1.0795], [1.1421, -1.8879, -0.2713], [-1.0628, 0.2384, 0.9888], [-2.2074, -0.5284, -0.8093], [0.8252, 0.8782, -0.4136], [1.9631, 0.3390, 0.1213], [-1.0671, -0.6941, -0.1743], [2.9937, -1.4178, 0.6848]], "nbo_charge": [0.231, 0.074, -0.183, 0.217, 0.221, 0.108, 0.339, -0.636, -0.272, 0.227, 0.361, -0.303, -0.312, -0.102, 0.019, -0.305, 0.112, 0.205]}


Q: Which of them is the least stable? A: <B>.


<A>
{"formula": "C6H7N3O2", "method": "ωB97M-V/def2-TZVPD", "lumo_ev": 0.614, "total_charge": 0, "mol_weight_g_mol": 153.141, "orbital_gap_ev": 10.8, "smiles": "NNC(=O)Oc1ccncc1", "species": ["H", "O", "N", "H", "C", "N", "C", "C", "H", "H", "H", "C", "H", "C", "H", "O", "C", "N"], "coordinates": [[1.8132, -0.2725, -0.4993], [1.1069, 2.5187, 0.4809], [2.1638, 0.6801, -0.4602], [-3.3501, -0.2022, 1.6502], [-2.5869, -0.4351, 0.9152], [3.2734, 0.8628, 0.3996], [-1.5857, -2.0075, -0.3847], [-0.7094, -1.0786, -0.9352], [-1.5378, -3.0442, -0.7015], [0.0004, -1.3691, -1.7005], [-1.8585, 1.5957, 0.7870], [-0.8060, 0.2328, -0.5018], [3.1237, 0.4212, 1.3001], [1.1176, 1.5615, -0.2312], [4.0794, 0.4532, -0.0508], [0.0245, 1.2086, -1.0263], [-1.7639, 0.5765, 0.4362], [-2.5045, -1.7019, 0.5223]], "nbo_charge": [0.367, -0.544, -0.483, 0.198, 0.052, -0.637, 0.050, -0.321, 0.197, 0.230, 0.245, 0.308, 0.346, 0.879, 0.359, -0.531, -0.295, -0.420]}


<B>
{"formula": "C6H7N3O2", "method": "ωB97M-V/def2-TZVPD", "lumo_ev": -0.259, "total_charge": 0, "mol_weight_g_mol": 153.141, "orbital_gap_ev": 7.4, "species": ["H", "C", "H", "H", "H", "C", "N", "N", "C", "O", "C", "H", "H", "N", "C", "O", "H", "C"], "coordinates": [[0.5388, -2.3449, -0.7770], [1.0555, 2.3119, -0.3377], [-2.2151, 0.8642, 0.5013], [0.8492, 0.0777, -1.5115], [-1.9278, -1.4185, -0.7986], [-0.2908, 0.6586, 1.3352], [-0.6690, 0.1114, -2.8123], [-0.2126, -0.1478, -1.7785], [-1.2602, 0.2484, 0.4975], [1.9316, 1.7399, -0.8114], [-0.9968, -0.8785, -0.5243], [1.7385, 0.1763, 1.9574], [-0.2572, 1.5490, 2.0511], [1.0816, -1.2622, 0.8689], [0.8452, -0.1288, 1.4041], [0.1741, 2.8780, 0.1175], [-0.5104, -2.5410, 0.5468], [0.1255, -1.8936, 0.0715]], "nbo_charge": [0.208, 1.035, 0.227, 0.320, 0.230, -0.326, -0.210, -0.218, -0.126, -0.521, -0.173, 0.191, 0.246, -0.388, 0.049, -0.499, 0.213, -0.259]}


Q: Which of them is the least stable? A: <B>.


<A>
{"formula": "C4H39NO15", "method": "ωB97M-V/def2-TZVPD", "lumo_ev": -0.001, "total_charge": 0, "mol_weight_g_mol": 341.348, "orbital_gap_ev": 8.4, "species": ["H", "C", "O", "O", "O", "H", "H", "H", "H", "C", "H", "H", "H", "H", "O", "H", "O", "H", "H", "H", "H", "H", "H", "H", "H", "H", "H", "O", "H", "H", "H", "O", "O", "H", "O", "O", "H", "H", "H", "H", "H", "O", "O", "C", "H", "N", "H", "H", "H", "H", "O", "H", "O", "H", "C", "H", "O", "H", "H"], "coordinates": [[-2.4301, 2.1143, 2.7322], [-1.0357, 1.5049, -0.1509], [2.7309, 2.9620, -1.8953], [1.8434, 4.7412, 0.1979], [0.3339, -4.3420, -1.0181], [-2.7024, -2.4437, -1.4837], [-2.9425, -1.3931, 3.0151], [1.9325, -4.6097, 0.8271], [-1.0776, -0.0695, -3.8088], [0.3389, 0.8823, -0.2245], [0.9761, 4.7119, 0.6064], [1.8967, -1.7557, 0.9220], [1.8802, -0.0976, 2.7684], [2.2707, -0.7454, -2.3132], [2.6046, -3.9344, 0.8592], [2.8965, 0.9081, 3.4555], [-4.4662, -1.9474, -0.8996], [4.9678, 0.5641, -0.9023], [-1.8211, 0.7779, -0.0048], [-1.6435, 3.0958, -1.7050], [1.4870, 2.0537, 1.9866], [0.1419, 2.5836, 2.1982], [3.7609, 0.4113, -1.6420], [-0.4531, 1.8819, -2.1613], [2.7216, -3.4209, 0.0605], [1.8149, 2.9601, -1.5910], [-0.0891, -1.1900, -3.4895], [0.5825, -1.2262, 3.6280], [-0.2938, -1.3514, 3.2172], [-1.0947, 2.2596, 0.6189], [-3.6485, 0.7869, 0.1013], [4.5778, -0.0893, -1.4898], [1.0399, 2.9251, 2.1008], [2.9797, 3.8283, -1.5434], [-2.2973, -1.4962, 2.3131], [-2.0738, -2.8748, -2.0680], [-4.6521, -2.3372, -0.0535], [-1.5930, -2.2195, -2.6189], [-2.5309, -0.8936, 1.5993], [0.6235, -4.5056, -1.9253], [-4.5931, -0.3213, -0.2304], [-1.6614, 1.5540, 2.9050], [-1.0094, -0.9455, -3.4222], [-1.3858, 2.0417, -1.6289], [-4.7892, -2.4518, -1.6512], [1.7977, -0.9713, 0.3038], [1.1378, 1.6092, -0.1833], [-0.2763, -1.0614, 0.3594], [0.9423, -2.1108, 3.4609], [-1.7959, 1.3677, 3.8427], [2.3708, 0.7341, 2.6760], [1.2757, 0.3128, -2.1308], [-4.3250, 0.2471, 0.5234], [2.3820, 4.1255, 0.6925], [0.5455, -0.3731, 0.1799], [-0.0311, -3.4571, -1.1754], [1.5165, -0.3678, -2.7855], [2.5127, -0.3233, 0.0296], [-2.1700, 1.3814, -1.9844]], "nbo_charge": [0.473, -0.388, -0.956, -0.972, -0.952, 0.479, 0.478, 0.499, 0.492, -0.415, 0.490, 0.417, 0.512, 0.476, -0.980, 0.486, -0.975, 0.471, 0.172, 0.210, 0.500, 0.480, 0.463, 0.198, 0.488, 0.471, 0.508, -0.964, 0.503, 0.202, 0.463, -0.930, -1.008, 0.487, -0.972, -1.017, 0.501, 0.495, 0.498, 0.464, 0.495, -0.944, -0.973, -0.616, 0.508, -0.851, 0.207, 0.193, 0.475, 0.479, -0.985, 0.484, -0.973, 0.485, 0.060, 0.484, -0.964, 0.388, 0.202]}


<B>
{"formula": "C4H39NO15", "method": "ωB97M-V/def2-TZVPD", "lumo_ev": -0.190, "total_charge": 0, "mol_weight_g_mol": 341.348, "orbital_gap_ev": 9.0, "species": ["O", "H", "H", "H", "H", "H", "H", "H", "H", "O", "H", "H", "C", "H", "H", "O", "C", "H", "H", "H", "C", "H", "N", "O", "H", "H", "O", "H", "O", "C", "H", "H", "H", "H", "H", "H", "H", "H", "H", "H", "O", "H", "H", "H", "O", "O", "H", "O", "H", "O", "H", "O", "O", "H", "O", "H", "H", "H", "O"], "coordinates": [[1.9124, 2.9563, 1.1179], [-0.2710, -1.1621, 0.9527], [-1.2812, 0.2573, 4.3146], [2.3850, -0.4633, -2.2989], [1.6680, 3.1947, -1.8387], [0.7390, -3.8807, 0.2647], [0.6580, -0.9818, -2.7940], [1.2910, 0.2518, -4.0466], [-2.4052, -0.1315, 0.3601], [0.8611, -1.5443, -1.9860], [2.7700, 3.2361, 1.2463], [-1.8209, -0.0786, -1.8980], [1.6047, -0.3213, 1.1330], [0.7189, 2.7395, 3.6161], [1.6516, -0.2298, 2.2645], [-1.0752, -2.3161, -3.7779], [-2.7763, 1.5484, 1.4818], [2.2067, 0.4629, 0.6023], [2.8221, -3.4922, -0.5894], [-0.5216, -1.6048, -4.1886], [-1.9810, 0.6784, 0.8553], [-0.6404, -2.9221, 2.4193], [0.2279, -0.3793, 0.5604], [-2.3781, -0.8604, -1.9362], [-0.3185, 1.6347, -0.0379], [1.4908, 2.5463, -0.4857], [-2.2322, -2.6024, 0.0815], [-2.0699, -1.3962, -2.6622], [0.0015, -3.8423, 0.9123], [-0.5039, 0.8887, 0.8036], [0.7356, 1.2282, 3.6034], [1.7793, 2.3747, 1.9475], [-3.0484, -3.1533, -0.0153], [-3.9023, 1.4327, 1.5311], [-1.7885, -2.1788, 1.8233], [-0.4656, -2.6323, -3.0753], [-0.7765, -3.6164, 0.4084], [1.6645, -3.0342, -1.4518], [-0.2182, 1.7204, -1.9097], [-2.2465, -1.9602, -0.6511], [-0.4275, -0.0185, 3.8738], [2.2400, 1.1525, -2.1757], [2.1385, -1.2883, 0.8907], [0.5420, 3.9033, 1.8274], [0.4250, -0.1017, -4.1999], [-0.9308, 1.3627, -2.4225], [-1.5518, 2.0363, -2.5586], [1.3123, 1.9856, 3.4431], [-0.0969, 0.5473, -3.8066], [2.5939, 0.3969, -2.7289], [0.5082, -1.0576, -1.2484], [1.9727, -3.7414, -0.9244], [1.3486, 2.4095, -1.4241], [0.0308, 5.0052, 2.6273], [-0.0807, 4.1065, 2.5320], [-0.1218, 1.4173, 1.7653], [-0.6591, -0.7797, 3.3406], [-2.4458, 2.4751, 1.9575], [-1.2645, -2.1775, 2.5744]], "nbo_charge": [-1.016, 0.396, 0.486, 0.497, 0.490, 0.502, 0.496, 0.511, 0.214, -1.055, 0.480, 0.495, -0.434, 0.503, 0.198, -0.979, -0.393, 0.193, 0.474, 0.496, -0.209, 0.518, -0.694, -1.006, 0.172, 0.523, -1.017, 0.504, -1.027, -0.273, 0.516, 0.528, 0.492, 0.198, 0.493, 0.490, 0.489, 0.502, 0.509, 0.517, -0.998, 0.495, 0.205, 0.492, -0.969, -0.977, 0.490, -0.988, 0.495, -1.021, 0.508, -0.956, -0.984, 0.466, -0.963, 0.206, 0.515, 0.201, -0.993]}


Q: Which of them is the least stable? A: <A>.